ORCA calculation (ωB97M-V/def2-TZVPD) on a structure of composition C3H4N3 at a distorted geometry.

The geometry in XYZ format:
```
10
Properties=species:S:1:pos:R:3:lowdin_charge:R:1
C -0.898 -0.579 0.246 -0.083
C -2.018 0.108 0.136 -0.066
C 2.768 -0.352 0.029 0.282
N 1.200 0.223 -0.738 0.187
N 0.134 -0.038 -0.351 0.007
N -3.009 0.595 -0.225 0.336
H -0.853 -1.233 1.149 0.162
H 3.323 -0.459 -0.910 0.041
H 3.001 0.382 0.681 -0.017
H -3.648 1.353 -0.018 0.151
```

The value obtained for the maximum force is 5.26 eV/A. The value obtained for the lowest unoccupied orbital energy (alpha / beta) is -0.2304 / -0.2162 Eh. As for the relative energy (zero: lowest compared OMol25 entry of this formula, charge and spin): 453.83 kJ/mol. Its net charge is +1.

ORCA calculation (ωB97M-V/def2-TZVPD) on the ion C3H4N3 with charge +1 at a distorted geometry.

The geometry in XYZ format:
```
10
Properties=species:S:1:pos:R:3:lowdin_charge:R:1
C -1.118 -1.466 0.138 0.233
C 0.057 0.663 -0.080 -0.013
C 1.486 0.629 0.052 -0.001
N -2.021 -0.698 -0.043 0.056
N -1.065 1.081 -0.029 0.154
N -2.221 0.532 0.072 0.042
H -0.718 -2.303 -0.285 0.082
H 1.921 1.073 -0.868 0.114
H 1.788 -0.579 0.023 0.191
H 1.891 1.068 1.021 0.143
```

The value obtained for the maximum force is 3.17 eV/A. The value obtained for the lowest unoccupied orbital energy is -0.2756 Eh. As for the relative energy (zero: lowest compared OMol25 entry of this formula, charge and spin): 462.19 kJ/mol. Its net charge is +1.

ORCA calculation (ωB97M-V/def2-TZVPD) on a structure of composition C3H4N3 at a distorted geometry.

The geometry in XYZ format:
```
10
Properties=species:S:1:pos:R:3:lowdin_charge:R:1
C -0.936 -0.434 -0.213 0.222
C -2.064 0.041 0.299 -0.009
C 1.599 -0.352 -0.352 0.082
N -1.441 1.079 0.795 0.145
N -0.115 1.188 0.610 0.172
N 0.245 0.109 -0.093 -0.087
H -3.140 -0.139 0.160 0.167
H 2.082 -0.357 0.551 0.086
H 2.118 0.250 -0.978 0.077
H 1.650 -1.385 -0.778 0.146
```

The value obtained for the maximum force is 3.26 eV/A. The value obtained for the lowest unoccupied orbital energy (alpha / beta) is -0.3154 / -0.3154 Eh. As for the relative energy (zero: lowest compared OMol25 entry of this formula, charge and spin): 430.95 kJ/mol. Its net charge is +1.

ORCA calculation (ωB97M-V/def2-TZVPD) on the ion C3H4N3 with charge +1 at a distorted geometry.

The geometry in XYZ format:
```
10
Properties=species:S:1:pos:R:3:lowdin_spin:R:1
C 0.614 -1.859 0.472 0.754
C 0.775 0.489 0.229 0.198
C 0.571 1.836 -0.158 0.041
N 0.974 -0.599 0.576 0.162
N -0.511 -2.044 0.166 0.311
N -1.486 -2.296 -0.451 0.490
H 0.584 1.960 -1.239 0.012
H 1.198 2.591 0.392 0.007
H -0.334 2.378 -0.017 0.004
H -2.384 -2.454 0.031 0.020
```

The value obtained for the maximum force is 5.99 eV/A. The value obtained for the lowest unoccupied orbital energy (alpha / beta) is -0.1856 / -0.2795 Eh. As for the relative energy (zero: lowest compared OMol25 entry of this formula, charge and spin): 377.80 kJ/mol. Its net charge is +1. Its spin multiplicity is 3.

ORCA calculation (ωB97M-V/def2-TZVPD) on a cluster of 2 separate species, C3H4N3O2 in total at a distorted geometry.

The geometry in XYZ format:
```
12
Properties=species:S:1:pos:R:3:lowdin_charge:R:1
C -1.685 0.009 -1.595 -0.312
C 0.327 -0.379 -0.166 -0.140
C -0.843 0.446 -0.552 -0.206
N -2.241 -0.376 -2.534 0.097
N -2.700 0.473 1.208 0.161
N -2.554 1.609 1.707 -0.732
O -1.861 2.515 1.217 -0.120
O -3.302 1.777 2.659 -0.091
H 1.087 -0.482 -0.989 0.082
H 0.783 0.009 0.823 0.101
H -0.024 -1.354 0.054 0.046
H -0.852 1.607 -0.344 0.115
```

The value obtained for the maximum force is 3.36 eV/A. The value obtained for the lowest unoccupied orbital energy (alpha / beta) is 0.1228 / 0.1423 Eh. As for the relative energy (zero: lowest compared OMol25 entry of this formula, charge and spin): 591.62 kJ/mol. Its net charge is -1.

ORCA calculation (ωB97M-V/def2-TZVPD) on the ion C3H4N3O2S with charge -1 at a distorted geometry.

The geometry in XYZ format:
```
13
Properties=species:S:1:pos:R:3:lowdin_charge:R:1
C 2.473 0.025 0.371 -0.284
C 0.380 -0.245 0.339 -0.325
C -2.373 1.306 0.300 -0.329
N 1.314 0.397 0.989 0.061
N 2.283 -0.798 -0.580 0.014
N 0.962 -1.047 -0.610 0.012
O -2.114 -1.391 0.803 -0.433
O -1.410 -0.441 -1.366 -0.462
S -1.583 -0.186 0.076 0.564
H 3.454 0.270 0.661 0.076
H -2.009 1.723 -0.782 0.031
H -1.775 1.797 1.119 -0.023
H 0.400 -1.410 -1.321 0.098
```

As for the SMILES: C=[S@@](=O)([O-])c1ncn[nH]1. The value obtained for the maximum force is 3.78 eV/A. The value obtained for the lowest unoccupied orbital energy is 0.1466 Eh. As for the relative energy (zero: lowest compared OMol25 entry of this formula, charge and spin): 266.72 kJ/mol. Its net charge is -1.

ORCA calculation (ωB97M-V/def2-TZVPD) on the ion C3H4N3O3 with charge -1 at a distorted geometry.

The geometry in XYZ format:
```
13
Properties=species:S:1:pos:R:3:lowdin_charge:R:1
C 1.445 -0.491 -0.177 -0.112
C 0.354 -1.028 -0.682 0.035
C 1.144 0.807 0.489 -0.165
N -0.841 0.059 -0.378 0.012
N -0.243 1.182 0.156 -0.324
N -1.969 -0.524 0.104 -0.403
O -0.483 2.366 -0.464 -0.342
O -2.261 -1.676 -0.281 -0.050
O -2.742 0.106 0.883 -0.012
H 2.462 -0.835 -0.178 0.089
H -0.014 -1.939 -1.157 0.083
H 1.301 0.490 1.529 0.111
H 1.845 1.483 0.157 0.077
```

The value obtained for the maximum force is 4.20 eV/A. The value obtained for the lowest unoccupied orbital energy (alpha / beta) is 0.1386 / 0.1386 Eh. As for the relative energy (zero: lowest compared OMol25 entry of this formula, charge and spin): 673.99 kJ/mol. Its net charge is -1.

ORCA calculation (ωB97M-V/def2-TZVPD) on a structure of composition C3H4N4 at a distorted geometry.

The geometry in XYZ format:
```
11
Properties=species:S:1:pos:R:3:lowdin_charge:R:1
N -1.501 0.520 1.344 0.062
C -0.441 0.307 0.533 -0.215
C 0.342 -0.793 0.588 -0.177
N 1.365 -0.866 -0.335 0.021
C 1.515 -0.320 -1.442 -0.114
N 0.344 0.737 -2.016 -0.027
N -0.517 1.068 -1.260 0.067
H -1.936 -0.233 1.869 0.100
H -1.974 1.405 1.370 0.085
H 0.335 -1.614 1.320 0.102
H 2.469 -0.212 -1.970 0.095
```

The value obtained for the maximum force is 1.95 eV/A. The value obtained for the lowest unoccupied orbital energy is 0.0175 Eh. As for the relative energy (zero: lowest compared OMol25 entry of this formula, charge and spin): 454.88 kJ/mol. Its net charge is 0.

ORCA calculation (ωB97M-V/def2-TZVPD) on an isolated molecule of C3H4N4.

The geometry in XYZ format:
```
11
Properties=species:S:1:pos:R:3:lowdin_charge:R:1
N -1.085 0.629 -1.540 0.123
C -0.366 0.306 -0.433 -0.382
C 0.042 -1.020 -0.162 -0.084
N 0.814 -1.284 0.863 0.084
C 1.136 -0.222 1.625 -0.228
N 0.697 1.012 1.462 0.020
N -0.068 1.290 0.414 0.058
H -1.274 -0.045 -2.261 0.096
H -1.410 1.576 -1.644 0.101
H -0.292 -1.850 -0.786 0.113
H 1.806 -0.391 2.462 0.099
```

As for the SMILES: Nc1cncnn1. The value obtained for the maximum force is 0.31 eV/A. The value obtained for the lowest unoccupied orbital energy is 0.0089 Eh. As for the relative energy (zero: lowest compared OMol25 entry of this formula, charge and spin): 156.64 kJ/mol. Its net charge is 0.

ORCA calculation (ωB97M-V/def2-TZVPD) on an isolated molecule of C3H4N4 at a distorted geometry.

The geometry in XYZ format:
```
11
Properties=species:S:1:pos:R:3:lowdin_charge:R:1
C -1.424 0.274 -0.189 -0.162
C 1.117 0.979 0.002 -0.099
C 1.708 -1.054 -0.113 -0.265
H -3.142 -0.170 -0.005 0.001
H -1.667 1.338 -0.204 0.113
H 0.754 2.092 0.132 0.155
H 2.357 -1.971 0.102 0.139
N -2.314 -0.662 0.191 0.118
N -0.020 0.112 0.002 -0.126
N 2.176 0.186 0.140 0.063
N 0.456 -1.124 -0.058 0.063
```

As for the SMILES: [H]/N=C/n1cncn1. The value obtained for the maximum force is 5.74 eV/A. The value obtained for the lowest unoccupied orbital energy is 0.0028 Eh. As for the relative energy (zero: lowest compared OMol25 entry of this formula, charge and spin): 303.03 kJ/mol. Its net charge is 0.